## one
The following is a DFT calculation (ωB97M-V/def2-TZVPD) of 2 unconnected molecules or ions with the total composition C5H14.

Frontier orbital gap   0.43647 Eh
E_HOMO   -10.80 eV

XYZ file:
```
19
C5H14, DFT ωB97M-V/def2-TZVPD
C 2.6371 0.5609 -0.8957
C 1.7262 -0.5924 -0.2957
C -2.3796 0.9883 1.7980
C 0.6718 -1.1102 -1.2918
C -2.2914 -0.0824 0.7608
H 3.2288 1.1430 -0.1570
H 2.5015 -1.4417 -0.2432
H -3.2648 1.6179 1.6146
H 0.3631 -2.1669 -1.0889
H -0.2840 -0.5703 -1.2082
H -1.3629 -0.8099 0.8904
H 1.4576 -0.4168 0.7284
H -3.3460 -0.5644 0.6121
H -2.4386 0.6527 2.8252
H -1.5930 1.7695 1.7206
H -2.1342 0.2306 -0.2499
H 2.2182 1.4899 -1.4338
H 3.1547 0.1434 -1.8222
H 1.1354 -0.8411 -2.2636
```

=====

## two
The following is a DFT calculation (ωB97M-V/def2-TZVPD) of 2 unconnected molecules or ions with the total composition C5H14.

Frontier orbital gap   0.45864 Eh
E_HOMO   -11.37 eV

XYZ file:
```
19
C5H14, DFT ωB97M-V/def2-TZVPD
C 0.7477 1.0165 -2.8468
C -0.7072 -0.8549 -1.7579
C -0.7585 0.1158 2.9118
C 0.1313 0.4144 -1.5969
C 0.6008 -0.6619 3.1289
H 0.3657 -1.4251 3.8641
H 0.9109 0.2124 -0.8532
H 1.3135 0.0355 3.5621
H -1.2568 -0.2000 2.0026
H -1.1667 -1.0673 -0.7963
H 0.9873 -1.1109 2.2207
H -0.5302 1.1587 -1.1559
H 1.1523 0.2550 -3.5201
H -1.3279 -0.1298 3.8031
H 1.5680 1.6702 -2.5483
H -1.4903 -0.6907 -2.5040
H -0.5588 1.1728 2.8143
H -0.0748 -1.6579 -2.1402
H 0.0305 1.5622 -3.4646
```

=====

Pick two: it beats the second-best structure by 25.1 kcal/mol.